Computed, not measured: a 12-piece molecular cluster, C62H141BF4N8O10 overall at a distorted geometry, with the ωB97M-V functional and the def2-TZVPD basis.

Cartesian coordinates (Å):
C  -0.961  2.140  1.840
C  -1.290  0.824  1.037
C  -0.666  1.079  -0.408
C  -0.778  -0.075  -1.308
C  -0.001  -1.255  -0.730
C  -0.568  -1.676  0.653
N  -0.582  -0.448  1.513
O  -0.742  -0.711  2.984
C  0.463  -2.725  1.225
C  -1.983  -2.299  0.458
C  -2.790  0.707  0.878
H  -1.611  2.244  2.710
H  -1.267  3.101  1.427
H  0.069  2.279  2.169
H  0.303  1.567  -0.305
H  -1.203  1.932  -0.823
H  -0.336  0.093  -2.291
H  -1.831  -0.341  -1.390
H  1.080  -1.123  -0.771
H  -0.078  -2.038  -1.486
H  1.361  -2.118  1.335
H  0.617  -3.556  0.536
H  0.145  -3.143  2.180
H  -1.932  -3.377  0.305
H  -2.623  -1.929  -0.342
H  -2.622  -1.948  1.267
H  -3.328  1.637  1.062
H  -3.332  0.089  1.593
H  -3.198  0.412  -0.089
C  3.260  1.051  -1.470
C  4.229  -0.140  -1.789
C  3.922  -1.559  -1.112
N  4.824  -2.719  -1.479
C  6.229  -2.542  -0.886
C  4.878  -2.951  -3.079
C  3.667  -3.829  -3.337
C  3.211  -4.425  -1.964
C  4.199  -4.038  -0.839
H  3.021  1.200  -0.417
H  2.371  0.739  -2.019
H  3.747  1.928  -1.897
H  5.191  0.212  -1.418
H  4.363  -0.213  -2.868
H  2.881  -1.843  -1.261
H  4.083  -1.243  -0.081
H  6.327  -2.309  0.174
H  6.648  -1.723  -1.470
H  6.880  -3.292  -1.335
H  5.741  -3.576  -3.307
H  4.868  -2.026  -3.656
H  3.812  -4.499  -4.184
H  2.930  -3.065  -3.583
H  3.294  -5.510  -2.026
H  2.155  -4.253  -1.755
H  5.052  -4.706  -0.721
H  3.907  -3.915  0.204
C  -0.034  6.013  3.468
C  0.228  5.956  1.931
C  1.593  6.548  1.645
N  2.041  6.613  0.182
C  1.098  7.616  -0.563
C  3.492  7.129  0.088
C  3.987  6.451  -1.206
C  3.140  5.206  -1.423
C  1.948  5.171  -0.404
H  0.487  6.856  3.922
H  0.402  5.120  3.917
H  -1.089  6.190  3.677
H  -0.556  6.602  1.535
H  0.106  4.922  1.607
H  2.386  5.984  2.137
H  1.662  7.577  1.996
H  1.326  8.599  -0.151
H  0.046  7.353  -0.443
H  1.481  7.533  -1.580
H  3.780  8.181  0.099
H  4.093  6.730  0.905
H  4.042  7.149  -2.042
H  5.018  6.279  -0.897
H  2.747  5.113  -2.436
H  3.844  4.388  -1.268
H  0.950  4.977  -0.797
H  2.005  4.329  0.286
C  1.992  3.385  -9.329
C  1.345  3.892  -8.030
C  1.533  3.059  -6.805
N  0.372  3.170  -5.722
C  -0.973  2.458  -6.208
C  0.123  4.653  -5.220
C  -0.514  4.376  -3.837
C  0.022  3.052  -3.337
C  0.753  2.395  -4.426
H  1.543  2.482  -9.745
H  3.067  3.243  -9.217
H  1.905  4.028  -10.205
H  0.276  3.956  -8.233
H  1.595  4.941  -7.867
H  2.514  3.173  -6.344
H  1.613  2.001  -7.056
H  -0.719  1.491  -6.641
H  -1.519  3.082  -6.916
H  -1.660  2.365  -5.367
H  -0.569  5.143  -5.905
H  1.101  5.114  -5.085
H  -1.589  4.552  -3.885
H  -0.043  5.165  -3.250
H  -0.664  2.331  -2.892
H  0.733  3.194  -2.523
H  0.436  1.385  -4.684
H  1.837  2.385  -4.317
C  -3.872  -1.992  -8.359
C  -3.038  -2.435  -7.251
C  -3.599  -2.277  -5.763
N  -2.555  -2.426  -4.646
C  -1.525  -1.199  -4.577
C  -1.694  -3.751  -4.742
C  -1.706  -4.235  -3.344
C  -3.133  -3.961  -2.926
C  -3.278  -2.504  -3.225
H  -4.833  -2.507  -8.348
H  -3.444  -2.034  -9.361
H  -4.158  -0.940  -8.385
H  -2.283  -1.657  -7.369
H  -2.605  -3.430  -7.358
H  -4.287  -3.058  -5.441
H  -4.053  -1.300  -5.596
H  -2.151  -0.318  -4.434
H  -1.125  -0.947  -5.559
H  -0.736  -1.332  -3.836
H  -0.710  -3.543  -5.162
H  -2.187  -4.439  -5.429
H  -0.965  -3.573  -2.895
H  -1.345  -5.236  -3.111
H  -3.482  -4.305  -1.952
H  -3.774  -4.467  -3.648
H  -2.811  -1.868  -2.472
H  -4.314  -2.168  -3.261
C  -3.338  -0.038  5.289
N  -3.557  -0.809  6.638
C  -2.146  -1.412  7.020
C  -3.902  0.202  7.625
C  -4.736  -1.872  6.501
C  -4.331  -3.311  7.107
O  -4.409  -3.139  8.485
H  -2.656  0.809  5.370
H  -4.255  0.441  4.947
H  -3.033  -0.779  4.551
H  -1.415  -0.609  6.925
H  -1.776  -2.192  6.354
H  -2.152  -1.822  8.030
H  -3.936  -0.345  8.567
H  -4.894  0.588  7.387
H  -3.161  0.999  7.687
H  -4.987  -1.820  5.442
H  -5.589  -1.520  7.080
H  -3.523  -3.824  6.586
H  -5.139  -4.034  6.993
H  -4.155  -4.021  8.767
C  4.270  0.717  4.719
N  2.915  1.113  4.071
C  2.787  0.275  2.770
C  1.822  0.661  5.183
C  2.759  2.620  3.617
C  3.424  3.684  4.483
O  3.008  3.474  5.803
H  4.978  1.132  4.001
H  4.334  -0.359  4.879
H  4.412  1.344  5.600
H  2.593  -0.785  2.935
H  3.737  0.383  2.247
H  1.826  0.521  2.319
H  2.150  1.123  6.114
H  1.753  -0.424  5.266
H  0.818  0.956  4.877
H  1.688  2.810  3.539
H  3.048  2.859  2.594
H  2.959  4.604  4.127
H  4.513  3.703  4.430
H  3.717  3.776  6.376
C  -1.114  -5.625  5.760
N  -1.432  -6.293  4.451
C  -0.112  -6.223  3.599
C  -1.849  -7.744  4.830
C  -2.633  -5.537  3.785
C  -2.403  -4.137  3.078
O  -1.865  -3.131  4.001
H  -2.055  -5.387  6.256
H  -0.681  -4.648  5.549
H  -0.414  -6.148  6.413
H  -0.631  -6.866  2.888
H  0.763  -6.533  4.170
H  -0.024  -5.173  3.318
H  -0.948  -8.056  5.359
H  -1.992  -8.441  4.004
H  -2.769  -7.740  5.414
H  -3.364  -5.511  4.593
H  -2.951  -6.239  3.014
H  -3.325  -3.688  2.710
H  -1.811  -4.250  2.170
H  -1.428  -2.431  3.510
B  -0.814  -6.690  -0.347
F  -1.282  -6.043  0.754
F  -0.315  -7.945  -0.124
F  -1.820  -6.657  -1.296
F  0.284  -5.880  -0.685
C  4.010  -3.382  3.574
C  5.123  -2.889  2.765
O  5.844  -3.711  2.208
O  5.324  -1.646  2.759
H  3.757  -2.670  4.360
H  4.127  -4.368  4.023
H  3.179  -3.355  2.868
C  -5.320  1.493  -2.035
C  -5.023  1.254  -3.494
O  -5.682  0.295  -4.014
O  -4.138  2.023  -4.015
H  -4.995  0.619  -1.472
H  -6.363  1.687  -1.784
H  -4.852  2.347  -1.546
C  -2.890  5.158  -0.614
C  -3.322  6.532  -0.894
O  -4.494  6.890  -0.646
O  -2.460  7.354  -1.321
H  -3.770  4.515  -0.629
H  -2.423  5.207  0.370
H  -2.142  4.736  -1.285

Cartesian forces (eV/Å) of the 6 atoms listed first:
C -0.546 -0.637 1.182
C 1.558 1.194 -1.646
C -0.864 1.992 1.242
C 1.148 -1.058 -0.011
C -0.673 -0.130 -0.556
C 0.764 -1.028 -1.043

Values from the calculation:
E_LUMO (spin up / spin down)   -5.9 / -7.6 eV
HOMO-LUMO gap (spin up / spin down)   0.175 / 0.111 hartree
E_HOMO (spin up / spin down)   -10.63 / -10.63 eV
Molar mass   1245.66 g/mol
F_max   6.044 eV/A
Charge   +3
E   -110490.666 eV
Spin multiplicity   2